The following is a quantum chemistry calculation of a molecular structure, C11H23MnP2, from the OMol25 dataset.

```
37
C11H23MnP2 (wB97M-V/def2-TZVPD)
C -1.75 -1.98 -2.09
C -0.86 -3.14 -2.38
C 0.45 -2.84 -2.81
C 0.70 -1.45 -2.96
C -0.46 -0.54 -2.65
Mn -0.28 -1.43 -0.95
P -1.06 -2.38 0.98
H -2.82 -2.23 -1.88
H -1.20 -4.18 -2.22
H 1.22 -3.61 -3.08
H -0.46 0.55 -2.82
H 1.71 -1.13 -3.29
H -0.21 -2.83 2.05
H -1.63 -3.66 0.56
H -2.10 -1.78 1.78
C 1.44 2.11 -1.34
C 1.68 1.37 -0.03
P 0.22 0.33 0.47
C 0.50 0.01 2.29
C 1.24 1.11 3.08
C -1.30 1.39 0.43
C -1.25 2.59 1.39
H 1.78 1.47 -2.15
H 1.98 3.06 -1.37
H 0.36 2.31 -1.47
H 2.45 0.59 -0.16
H 1.97 2.03 0.79
H -0.46 -0.18 2.79
H 1.16 -0.88 2.28
H 0.74 2.08 2.94
H 1.30 0.86 4.15
H 2.25 1.18 2.67
H -1.43 1.72 -0.61
H -2.15 0.75 0.71
H -0.30 3.16 1.27
H -2.08 3.31 1.20
H -1.33 2.26 2.44
```

**Gap between HOMO and LUMO (alpha / beta)**: 0.2655 / 0.2926 Eh
**Calculated total energy**: -2266.2244 a.u.
**Expectation value of S²**: 3.9183
**Spin multiplicity**: 4
**Net charge**: +1
**Maximum force**: 0.05780 hartree/bohr

Here are the Löwdin charges for atoms 1 to 5, given in e:
1. C -0.125
2. C -0.203
3. C -0.157
4. C -0.178
5. C -0.092